Record 1
Entry from the OMol25 dataset: C54H49ClGaN4O18 as an isolated structure at a distorted geometry (the ωB97M-V functional and the def2-TZVPD basis).

Geometry as XYZ:
```
127
Properties=species:S:1:pos:R:3
C -0.84901 2.87413 0.94340
N -0.93870 1.37469 0.76439
C -0.40334 0.90505 -0.56979
C -2.31105 0.82243 1.07901
O -2.45171 0.19946 2.28240
C -3.63262 0.86632 0.10918
Ga -3.99855 2.68969 -0.79560
O -3.85305 4.19834 0.36309
Cl -2.69190 3.01724 -2.64878
C -5.99036 2.67061 -1.45573
C -7.04023 2.05147 -0.35934
N -6.95976 0.51247 -0.30779
N -6.96079 2.67306 1.02268
N -8.46579 2.34585 -0.86707
H -0.67667 3.47631 -0.06137
H 0.13484 3.06983 1.59026
H -1.73639 3.29370 1.59318
H -0.22808 1.78106 -1.35624
H -1.00288 0.03260 -1.06828
H 0.68847 0.47370 -0.35389
H -3.63154 0.04613 -0.74858
H -4.56228 0.57976 0.80100
H -3.34895 4.89272 -0.17715
H -6.36345 3.76378 -1.72911
H -6.08151 2.03180 -2.43272
H -6.22911 0.16056 -0.97363
H -6.74091 0.19159 0.66069
H -6.01749 2.57156 1.45786
H -7.64936 2.16508 1.65182
H -8.60936 1.95025 -1.82202
H -8.67421 3.36861 -0.81640
C -4.06416 1.05884 7.58069
C -2.90712 0.44765 7.85276
C -1.93208 0.14381 6.78684
O -0.87369 -0.41736 7.03466
C -2.28426 0.54278 5.40967
C -3.44131 1.15397 5.13760
C -4.41635 1.45780 6.20352
O -5.47473 2.01898 5.95570
H -4.79066 1.28837 8.35061
H -2.63385 0.14936 8.85784
H -1.55777 0.31325 4.63976
H -3.71457 1.45225 4.13253
C -4.51722 -0.50885 -5.28960
C -4.77359 -0.60037 -6.59812
C -6.14996 -0.48427 -7.11903
O -6.38577 -0.56991 -8.31634
C -7.23120 -0.26163 -6.13864
C -6.97483 -0.17011 -4.83013
C -5.59846 -0.28621 -4.30921
O -5.36265 -0.20057 -3.11190
H -3.51360 -0.59248 -4.89086
H -3.99137 -0.76280 -7.32994
H -8.23483 -0.17800 -6.53738
H -7.75705 -0.00767 -4.09830
C 3.68075 -2.66037 10.59852
C 2.71520 -2.08195 11.31927
C 1.48918 -1.56336 10.68120
O 0.60581 -1.03201 11.33987
C 1.37083 -1.71011 9.21687
C 2.33637 -2.28852 8.49612
C 3.56240 -2.80711 9.13419
O 4.44577 -3.33847 8.47553
H 4.58659 -3.04538 11.05071
H 2.78675 -1.96747 12.39426
H 0.46499 -1.32510 8.76468
H 2.26483 -2.40301 7.42114
C 2.43714 -0.83513 2.34599
C 2.59362 -1.29874 1.10225
C 3.89396 -1.20907 0.40922
O 4.03757 -1.63134 -0.72989
C 5.01444 -0.58908 1.14403
C 4.85796 -0.12547 2.38778
C 3.55762 -0.21513 3.08080
O 3.41401 0.20714 4.21992
H 1.49001 -0.89241 2.86841
H 1.78170 -1.75683 0.55020
H 5.96156 -0.53180 0.62161
H 5.66988 0.33262 2.93983
C 0.26197 7.15659 2.38812
C 1.00585 8.26656 2.35762
C 2.42462 8.24935 2.76505
O 3.10568 9.26522 2.73934
C 2.98961 6.95845 3.20570
C 2.24573 5.84847 3.23620
C 0.82696 5.86569 2.82877
O 0.14590 4.84981 2.85448
H -0.78030 7.15201 2.09334
H 0.60629 9.22095 2.03620
H 4.03188 6.96302 3.50048
H 2.64529 4.89408 3.55762
C -0.81925 -5.02201 -7.36831
C -1.78480 -4.44359 -6.64756
C -3.01082 -3.92500 -7.28563
O -3.89419 -3.39365 -6.62697
C -3.12917 -4.07175 -8.74996
C -2.16363 -4.65017 -9.47071
C -0.93760 -5.16875 -8.83264
O -0.05423 -5.70011 -9.49130
H 0.08659 -5.40702 -6.91612
H -1.71325 -4.32911 -5.57257
H -4.03501 -3.68674 -9.20215
H -2.23517 -4.76465 -10.54569
C 3.83906 -3.41759 -2.94302
C 2.61806 -3.83418 -3.29221
C 2.41477 -4.72286 -4.45330
O 1.29736 -5.10303 -4.77481
C 3.61252 -5.13442 -5.21214
C 4.83352 -4.71783 -4.86295
C 5.03680 -3.82915 -3.70186
O 6.15421 -3.44898 -3.38035
H 4.00559 -2.76504 -2.09468
H 1.72967 -3.54174 -2.74534
H 3.44599 -5.78697 -6.06049
H 5.72190 -5.01028 -5.40982
C 8.73714 -0.96338 -2.14095
C 8.89362 -1.42699 -3.38469
C 10.19396 -1.33732 -4.07772
O 10.33757 -1.75959 -5.21683
C 11.31444 -0.71733 -3.34291
C 11.15796 -0.25372 -2.09916
C 9.85762 -0.34338 -1.40614
O 9.71401 0.07889 -0.26702
H 7.79001 -1.02065 -1.61853
H 8.08170 -1.88507 -3.93674
H 12.26156 -0.66005 -3.86533
H 11.96988 0.20437 -1.54711
```

Output
Total charge: -1
Gap between HOMO and LUMO in Eh: 0.17088
HOMO level in eV: -5.18
Max |F| in eV/Å: 7.605



Record 2
Entry from the OMol25 dataset: a 8-piece molecular cluster, C54H49N3O17P2 overall at a distorted geometry (the ωB97M-V functional and the def2-TZVPD basis).

Geometry as XYZ:
```
125
Properties=species:S:1:pos:R:3
C 2.69409 -1.48126 -0.60528
C 3.03936 -0.99157 -1.99502
C 4.30423 -0.15843 -2.12516
N 2.32657 -1.16398 -3.06099
P 1.81633 -2.70222 -3.56414
C 0.84122 -3.91974 -2.58872
C -0.05987 -3.30166 -1.48917
C -1.58781 -3.42164 -1.74372
C -2.22486 -2.23341 -2.43469
C -3.12923 -2.41203 -3.45686
C -3.67158 -1.32322 -4.08228
C -3.34575 -0.03736 -3.75308
C -2.45832 0.15866 -2.72170
C -1.92080 -0.94001 -2.10104
O 0.27582 -1.94045 -4.12362
N -0.04797 -2.32758 -5.41618
O -0.87804 -3.16876 -5.42384
P 3.79679 -3.62332 -3.11475
N 3.59215 -5.25993 -3.66974
O 4.86885 -2.95956 -4.24015
H 1.73230 -1.10785 -0.24867
H 2.69912 -2.57411 -0.61168
H 3.47725 -1.16803 0.08873
H 4.01242 0.71134 -2.71984
H 4.61957 0.23187 -1.15719
H 5.09004 -0.68374 -2.66732
H 2.03495 -3.03631 -4.94223
H 1.54176 -4.61032 -2.11997
H 0.20869 -4.52811 -3.24281
H 0.13317 -3.87346 -0.56924
H 0.14613 -2.25549 -1.27040
H -1.77274 -4.33787 -2.31313
H -2.09357 -3.55169 -0.77930
H -3.41149 -3.40751 -3.77831
H -4.36577 -1.50098 -4.89928
H -3.74731 0.83364 -4.25628
H -2.12767 1.13498 -2.38801
H -1.19844 -0.77494 -1.30256
H 4.46465 -5.49342 -4.14524
H 2.89932 -5.23383 -4.42867
H 4.54084 -2.06166 -4.40830
C 0.80763 1.23726 3.89638
C -0.00795 0.70893 2.98652
C 0.43568 0.48433 1.59035
O -0.31167 0.00291 0.75956
C 1.82326 0.86941 1.24445
C 2.64203 1.39412 2.15004
C 2.20131 1.62009 3.54996
O 2.94780 2.09897 4.37725
H 0.49432 1.40830 4.92037
H -1.02622 0.42179 3.22100
H 2.12965 0.69887 0.22108
H 3.65839 1.67852 1.91219
C -6.27963 0.93399 1.87200
C -6.71157 0.92497 0.61169
C -5.87728 0.36662 -0.48962
O -6.27036 0.36521 -1.63534
C -4.54583 -0.18339 -0.12214
C -4.12293 -0.17214 1.13650
C -4.94824 0.38310 2.22561
O -4.53088 0.38650 3.36770
H -6.86990 1.33974 2.68545
H -7.67889 1.32198 0.32991
H -3.93779 -0.58835 -0.91748
H -3.15385 -0.56661 1.42033
C 3.39169 -7.69073 1.36583
C 3.11999 -6.71141 0.50702
C 2.06425 -5.71184 0.79393
O 1.81765 -4.81949 0.00700
C 1.32182 -5.83935 2.07060
C 1.59260 -6.81806 2.92979
C 2.65050 -7.82153 2.64552
O 2.89856 -8.71144 3.42895
H 4.15784 -8.43165 1.17650
H 3.64844 -6.59664 -0.43215
H 0.55564 -5.09734 2.25885
H 1.06252 -6.93006 3.86704
C -2.91817 2.69540 4.26591
C -3.69120 3.55257 3.60946
C -3.62243 5.00671 3.87196
O -4.33875 5.78084 3.26930
C -2.65291 5.47627 4.89429
C -1.87236 4.61864 5.54825
C -1.94751 3.15972 5.28156
O -1.23643 2.36560 5.86010
H -2.95961 1.63014 4.09064
H -4.40491 3.23120 2.86055
H -2.61745 6.54388 5.07042
H -1.15552 4.93774 6.29427
C 2.94114 5.42097 -4.55411
C 2.79143 4.29184 -3.86667
C 3.70942 3.94084 -2.75619
O 3.57321 2.90939 -2.13084
C 4.79962 4.89515 -2.43911
C 4.95002 6.02425 -3.12594
C 4.03158 6.37726 -4.23802
O 4.16724 7.40642 -4.86238
H 2.28269 5.69538 -5.36829
H 2.00248 3.58184 -4.08131
H 5.45779 4.61989 -1.62473
H 5.73927 6.73321 -2.91066
C -9.41937 6.17936 0.68531
C -9.48050 5.03909 1.36753
C -8.40363 4.65077 2.31173
O -8.45660 3.60699 2.93158
C -7.25983 5.58088 2.46751
C -7.19732 6.72028 1.78505
C -8.27241 7.11096 0.84059
O -8.22012 8.15001 0.21850
H -10.19310 6.48155 -0.00903
H -10.30744 4.34714 1.26792
H -6.48744 5.28228 3.15870
H -6.36800 7.40874 1.88611
C 7.01831 -2.77398 2.97119
C 5.86344 -2.13449 2.80691
C 5.48714 -1.55290 1.49606
O 4.43346 -0.96811 1.34624
C 6.44404 -1.71152 0.37411
C 7.59904 -2.35084 0.53708
C 7.97769 -2.93374 1.84915
O 9.02814 -3.51778 1.99826
H 7.31245 -3.20494 3.91965
H 5.15068 -2.00807 3.61213
H 6.14899 -1.28064 -0.57477
H 8.31078 -2.47681 -0.26878
```

Output
Total charge: 0
Gap between HOMO and LUMO in Eh: 0.21133
SMILES: CC(C)=N[PH](CCCc1ccccc1)(ON=O)P(N)O.O=C1C=CC(=O)C=C1.O=C1C=CC(=O)C=C1.O=C1C=CC(=O)C=C1.O=C1C=CC(=O)C=C1.O=C1C=CC(=O)C=C1.O=C1C=CC(=O)C=C1.O=C1C=CC(=O)C=C1
HOMO level in eV: -7.74
Max |F| in eV/Å: 2.385



Record 3
Entry from the OMol25 dataset: a 7-piece molecular cluster, C54H50FN5O28 overall at a distorted geometry (the ωB97M-V functional and the def2-TZVPD basis).

Geometry as XYZ:
```
138
Properties=species:S:1:pos:R:3
C 5.46474 0.69353 -2.29427
C 6.46111 -0.49455 -2.53658
C 5.68368 -1.67878 -3.17856
N 5.44048 -1.44189 -4.61815
C 4.10676 -1.12464 -4.93394
C 3.11175 -2.04494 -4.68680
C 1.75337 -1.76903 -4.98100
N 0.82341 -2.74035 -4.70017
C -0.39517 -2.40179 -4.99081
O -1.40987 -3.30044 -4.73868
N -1.06627 -4.05195 -3.56164
O -1.29536 -5.17376 -3.74114
C -0.75208 -1.13095 -5.56547
C -2.24444 -0.85997 -5.81218
C -2.86122 -0.43717 -4.42410
C -3.87286 0.71105 -4.54754
F -1.80264 0.03596 -3.60832
N 0.08901 -0.18590 -5.89481
C 1.37322 -0.54969 -5.57443
C 2.42510 0.39162 -5.86192
O 2.18230 1.59699 -6.47185
C 1.39738 2.47842 -5.66059
C 2.27792 3.66614 -5.17022
O 2.44947 3.64792 -3.75321
C 1.27134 4.11299 -3.08733
C 0.61789 2.99751 -2.22199
C 3.73500 0.13498 -5.54194
N 4.75171 1.12434 -5.80866
H 5.83097 1.55901 -2.86111
H 5.39213 0.97979 -1.22891
H 4.47438 0.40051 -2.68690
H 7.26368 -0.21450 -3.24184
H 6.95739 -0.78665 -1.59635
H 4.73319 -1.75782 -2.62541
H 6.25985 -2.60961 -3.02313
H 6.03597 -0.67822 -4.92201
H 3.36787 -3.01061 -4.24138
H -2.74672 -1.80108 -6.07915
H -2.39187 -0.06511 -6.55206
H -3.30034 -1.29870 -3.89821
H -3.52155 1.48671 -5.24241
H -3.96689 1.19897 -3.56113
H -4.86963 0.31236 -4.78696
H 0.61957 2.90368 -6.32606
H 0.84387 1.97676 -4.85474
H 1.88426 4.63068 -5.54155
H 3.27478 3.53755 -5.62184
H 0.54506 4.53200 -3.80383
H 1.57156 4.93295 -2.41063
H -0.16800 2.50903 -2.82381
H 1.39579 2.25007 -2.00423
H 0.16501 3.41714 -1.31330
H 5.08455 1.45097 -4.90346
H 5.50895 0.72068 -6.34954
C 6.06360 1.87517 4.04398
C 6.42423 1.98620 2.75866
C 6.16992 0.87851 1.77428
O 6.49479 1.02691 0.60860
C 5.54221 -0.34041 2.26293
C 5.18673 -0.44958 3.54885
C 5.41481 0.66540 4.52314
O 5.05481 0.51892 5.67821
O 4.61185 -1.55121 4.03183
O 7.02457 3.08212 2.29328
H 6.23837 2.66445 4.76193
H 5.38015 -1.13706 1.55034
H 4.45536 -1.37551 4.97917
H 7.18638 2.92298 1.34565
C -9.73495 1.25870 -2.76871
C -8.66910 1.80092 -3.36950
C -7.34794 1.91663 -2.67085
O -6.40627 2.39974 -3.27082
C -7.25403 1.44454 -1.29539
C -8.32044 0.90544 -0.69383
C -9.63449 0.76470 -1.40110
O -10.56492 0.24941 -0.81138
O -8.27384 0.46208 0.56603
O -8.72087 2.26619 -4.61998
H -10.69214 1.16742 -3.26258
H -6.30059 1.54872 -0.79648
H -9.17039 0.12165 0.75760
H -7.82497 2.60097 -4.81475
C -8.26402 -3.01335 0.42550
C -9.13829 -3.45970 1.33291
C -9.09074 -4.86811 1.84152
O -9.90050 -5.21343 2.68180
C -8.07597 -5.76095 1.30020
C -7.20208 -5.31489 0.38843
C -7.23253 -3.89753 -0.10086
O -6.40440 -3.53872 -0.91633
O -6.25990 -6.10205 -0.13250
O -10.09801 -2.67710 1.83526
H -8.28801 -1.99985 0.05355
H -8.06337 -6.77922 1.66299
H -5.76355 -5.54225 -0.75955
H -10.59160 -3.23383 2.46800
C -11.80514 -4.42806 6.95574
C -11.31038 -5.26275 6.03157
C -10.14794 -6.16457 6.33059
O -9.74894 -6.91774 5.46442
C -9.54566 -6.09019 7.65678
C -10.03944 -5.25314 8.57638
C -11.21705 -4.37258 8.28653
O -11.63500 -3.64398 9.16753
O -9.51403 -5.15519 9.80049
O -11.82184 -5.33766 4.80306
H -12.64295 -3.77540 6.75418
H -8.69851 -6.73151 7.85558
H -10.05230 -4.48650 10.26528
H -11.28830 -6.00854 4.33237
C 7.06509 0.66157 8.03602
C 6.87785 1.50560 9.05822
C 7.86081 1.60645 10.18553
O 7.65029 2.40421 11.07979
C 9.02872 0.73408 10.15850
C 9.21440 -0.11183 9.13869
C 8.24414 -0.19212 7.99876
O 8.47270 -0.96729 7.08740
O 10.26991 -0.92838 9.07825
O 5.80942 2.30422 9.13175
H 6.36400 0.57962 7.21327
H 9.72176 0.80321 10.98517
H 10.16774 -1.42959 8.24699
H 5.91532 2.81010 9.95958
C 6.90673 4.23881 -1.22302
C 6.07733 4.51261 -2.23689
C 6.18953 5.78490 -3.02341
O 5.42322 5.97501 -3.94712
C 7.22034 6.74084 -2.63259
C 8.04608 6.46545 -1.61474
C 7.94807 5.18022 -0.84901
O 8.73563 4.97037 0.05666
O 8.99990 7.31575 -1.22627
O 5.11791 3.66492 -2.59106
H 6.83248 3.32102 -0.65552
H 7.28299 7.66278 -3.19340
H 9.45316 6.88119 -0.47911
H 4.65256 4.07887 -3.34668
```

Output
Total charge: 0
Gap between HOMO and LUMO in Eh: 0.23083
SMILES: CCCNc1cc2nc(ON=O)c(C[C@H](C)F)nc2c(OCCOCC)c1N.O=C1C=C(O)C(=O)C=C1O.O=C1C=C(O)C(=O)C=C1O.O=C1C=C(O)C(=O)C=C1O.O=C1C=C(O)C(=O)C=C1O.O=C1C=C(O)C(=O)C=C1O.O=C1C=C(O)C(=O)C=C1O
HOMO level in eV: -8.05
Max |F| in eV/Å: 2.360



Which value of HOMO level does entry 3 give? -8.05 eV